(1)
Below is 21 unconnected molecules or ions with the total composition C42H126O42 in a non-equilibrium geometry, with properties calculated with ωB97M-V/def2-TZVPD.

XYZ file:
```
210
Properties=species:S:1:pos:R:3:forces:R:3
C -1.429740 -2.686460 -12.885620 -2.2 1.4 3.3
C -1.829140 -2.043080 -11.434450 0.4 -0.2 -0.8
O -2.222240 -2.941080 -10.354090 0.6 1.2 -1.8
O -2.651910 -2.768300 -13.607820 0.7 -0.8 -0.5
H -1.069690 -3.690140 -12.659610 0.6 0.1 -0.2
H -0.772020 -1.984920 -13.398800 0.5 -0.3 0.1
H -2.612510 -1.291980 -11.535850 -0.5 -0.5 -0.5
H -0.996790 -1.381290 -11.195040 0.6 -0.4 0.7
H -1.375930 -3.146160 -9.949980 0.3 -0.5 0.3
H -2.406390 -3.484150 -14.198480 -0.9 -0.1 -0.7
C 7.731530 -1.870790 -12.516180 2.5 -0.7 2.8
C 6.723830 -1.763080 -13.549170 -0.4 0.0 -0.9
O 6.940810 -0.496670 -14.178920 -1.7 -0.7 0.1
O 9.062360 -2.373250 -12.892940 -0.8 1.1 -0.5
H 7.511080 -2.379700 -11.577820 -0.8 -0.5 -0.3
H 7.862350 -0.849890 -12.157370 0.5 0.1 -0.1
H 5.731810 -1.859700 -13.107950 -0.2 0.7 0.0
H 6.776880 -2.607220 -14.236700 0.2 -0.1 -0.5
H 7.850190 -0.465040 -14.484910 0.6 0.2 -0.5
H 9.012180 -3.312220 -13.086380 -0.2 -0.1 0.1
C 6.413950 1.288000 -10.044840 1.1 0.5 -1.6
C 5.062420 1.185100 -10.836910 -0.2 -1.0 0.5
O 4.485290 -0.130310 -10.742310 0.8 -0.4 1.4
O 6.854680 2.707820 -9.928980 -0.8 -1.9 0.0
H 7.160850 0.746810 -10.625670 0.2 0.2 -0.6
H 6.649680 0.805090 -9.096510 -1.4 0.2 0.4
H 5.211120 1.246420 -11.914980 0.5 1.0 0.0
H 4.398680 1.959220 -10.451840 -0.2 0.0 -0.1
H 3.712540 -0.289990 -11.289090 0.0 0.8 -0.4
H 6.785600 3.049070 -10.823620 0.0 0.3 -0.1
C 2.943830 1.120370 -14.484810 -2.0 0.6 -0.7
C 1.479820 1.461700 -14.990890 0.0 0.4 -0.5
O 0.649970 0.324160 -15.112620 0.3 -1.5 0.5
O 2.943750 0.305000 -13.323650 0.4 0.1 0.2
H 3.429950 2.070980 -14.265440 0.0 0.0 0.3
H 3.513340 0.700480 -15.313940 0.0 -0.4 0.1
H 1.490280 1.884800 -15.995370 0.9 0.4 -0.1
H 0.889760 2.172810 -14.412740 0.7 0.3 0.7
H -0.078500 0.512020 -15.708980 0.0 0.0 0.1
H 2.238050 -0.344230 -13.369410 -0.3 0.0 -0.4
C 7.360730 6.827100 -9.700870 -0.8 -0.2 -0.7
C 8.651240 7.493570 -9.588760 1.7 0.3 2.0
O 8.650670 8.872410 -9.388670 -0.7 2.4 -1.1
O 6.698390 6.988350 -10.942700 0.0 -0.3 -0.5
H 6.673550 7.131300 -8.911350 0.2 -0.1 0.4
H 7.626550 5.773510 -9.614850 -0.5 -0.2 0.1
H 9.369080 7.297850 -10.385320 -0.2 -0.8 -0.1
H 9.022790 7.265570 -8.589730 0.5 -1.8 -0.3
H 9.566080 9.102850 -9.563360 -0.2 0.6 0.2
H 6.557560 7.921600 -11.118190 0.0 0.2 0.1
C 0.574050 1.336880 -9.934980 0.1 1.7 -1.0
C -0.027240 2.791460 -9.924840 1.1 -1.6 -1.4
O -1.405150 2.882890 -9.746480 -0.9 -0.1 1.3
O 0.563220 0.810770 -8.674400 -0.7 -0.5 2.2
H 1.621580 1.379280 -10.233270 0.2 0.4 -0.6
H 0.068270 0.712920 -10.671850 -0.4 -0.1 -0.1
H 0.128600 3.229220 -10.910830 0.9 0.1 0.1
H 0.491640 3.360740 -9.153620 -0.3 0.2 0.0
H -1.888340 2.296790 -10.333510 0.1 -0.1 -0.1
H 0.925440 -0.078270 -8.673110 0.1 -0.2 -0.3
C 2.066580 -4.424150 -12.956310 -0.4 1.1 -1.6
C 3.406350 -4.744690 -13.609150 -0.4 -1.1 -1.3
O 4.151180 -5.623330 -12.733440 -0.4 0.8 -0.5
O 2.300640 -4.056660 -11.657480 0.1 0.8 1.7
H 1.308220 -5.204980 -13.013700 0.4 -0.9 0.0
H 1.514610 -3.616570 -13.437180 0.4 0.4 -0.3
H 4.041410 -3.951590 -14.003870 0.0 0.6 1.2
H 3.205380 -5.215600 -14.571410 -0.2 -0.6 0.0
H 3.543610 -6.351100 -12.582400 0.2 -0.5 0.1
H 2.902310 -4.740090 -11.353300 0.4 -0.1 0.7
C -1.730960 6.485360 -10.869430 1.5 -0.8 -0.8
C -0.258050 6.491840 -10.542630 1.0 1.8 -1.0
O 0.480260 5.599140 -11.350230 -1.3 -1.1 -0.3
O -2.374510 5.455300 -10.197780 -1.3 0.4 0.7
H -1.803280 6.267660 -11.935020 0.1 0.3 -0.4
H -2.071780 7.513630 -10.748630 -0.8 -0.3 0.7
H -0.040180 6.461580 -9.475060 -0.1 -0.6 0.2
H 0.062030 7.486170 -10.854010 0.2 0.5 0.1
H 1.426850 5.645070 -11.197110 0.4 0.3 0.6
H -1.731870 4.759440 -10.041580 -0.1 -0.4 0.1
C 4.919310 -1.956600 -16.958860 0.8 1.7 1.3
C 3.512940 -1.893620 -16.252450 1.1 0.1 -1.9
O 2.844810 -3.075530 -16.638310 -0.5 -0.7 0.5
O 5.773340 -0.814080 -16.653830 -1.3 -0.9 -1.0
H 4.879550 -1.947900 -18.048100 -0.7 0.1 -0.1
H 5.434000 -2.891360 -16.736550 0.0 -0.2 0.5
H 2.949250 -1.043200 -16.636040 0.1 0.3 0.1
H 3.531270 -1.803270 -15.166350 0.3 -0.3 0.0
H 3.044680 -3.220160 -17.566070 -0.1 -0.1 -0.1
H 6.044550 -0.816020 -15.732940 0.2 0.1 0.4
C 5.842910 1.277880 -6.503600 -0.5 0.6 1.7
C 4.835750 1.393330 -5.339530 -0.7 -1.3 -0.1
O 4.912580 2.544170 -4.563030 1.5 0.6 0.0
O 5.668250 2.457180 -7.244280 -0.6 0.2 -0.7
H 5.639830 0.313250 -6.968720 0.0 0.1 -0.6
H 6.867310 1.336470 -6.135830 0.2 -0.6 0.4
H 4.904140 0.514950 -4.697760 0.1 -0.1 0.0
H 3.813030 1.485700 -5.705070 -0.1 -1.0 -0.9
H 5.175680 3.127790 -5.278410 0.0 1.4 0.4
H 6.033010 2.393610 -8.130010 0.1 0.3 0.0
C 3.823460 -3.092000 -8.669180 0.0 1.6 1.8
C 2.694820 -2.100030 -8.329980 -0.7 -1.6 0.0
O 2.090090 -1.584210 -9.493200 0.3 0.7 -0.8
O 4.961690 -2.219540 -8.836880 -0.1 -1.8 -0.7
H 3.574570 -3.778260 -9.478630 0.2 0.3 -0.5
H 4.014650 -3.733710 -7.809080 0.0 0.1 0.1
H 3.097710 -1.253420 -7.774080 0.0 -0.3 0.2
H 1.892810 -2.629660 -7.815800 0.0 0.1 0.7
H 2.173530 -2.267210 -10.162640 -0.4 0.0 -0.3
H 4.653040 -1.705950 -9.586930 0.7 1.0 -0.4
C 5.799870 5.134940 -13.406220 1.9 0.3 -2.6
C 5.913290 5.824200 -14.790530 0.5 0.7 1.1
O 5.111410 5.192340 -15.737120 -0.5 -0.6 -0.8
O 4.568520 5.417870 -12.875170 -0.9 0.0 0.7
H 6.665980 5.448280 -12.823320 -0.6 0.1 0.6
H 5.923610 4.092400 -13.699300 -0.1 -0.6 0.5
H 6.962260 5.914700 -15.072600 0.1 -0.2 -0.2
H 5.512580 6.836500 -14.737810 0.1 0.2 0.4
H 5.644360 4.612680 -16.286270 -0.1 -0.1 0.0
H 3.982780 5.478220 -13.633370 -0.5 0.0 0.0
C 9.572270 -1.391940 -17.261840 1.4 2.7 -0.5
C 10.101450 -0.310800 -16.202910 0.5 -2.6 -2.4
O 9.081010 0.340320 -15.529600 0.0 0.4 -0.1
O 8.614070 -2.253340 -16.874520 -1.4 -1.8 1.6
H 10.442820 -1.866710 -17.714440 0.5 -0.4 0.5
H 9.138180 -0.905070 -18.135120 0.0 0.9 0.1
H 10.746670 0.246940 -16.881680 -0.2 1.1 0.1
H 10.811130 -0.738080 -15.494470 -0.1 -0.6 0.2
H 9.573410 0.872060 -14.899990 -0.3 0.9 0.5
H 8.569020 -2.238520 -15.915700 -0.1 -0.3 0.1
C 11.386140 1.013960 -13.012450 0.2 1.2 1.4
C 11.923350 1.582300 -11.636670 -1.2 -2.2 -0.8
O 13.165370 2.154000 -11.878430 1.0 0.1 0.5
O 10.764450 2.109110 -13.629730 -0.9 0.2 -1.3
H 10.720060 0.153790 -12.945010 -0.4 0.2 0.3
H 12.198250 0.712310 -13.673950 0.5 -0.3 0.5
H 11.833380 0.714500 -10.983270 1.2 -0.2 0.6
H 11.330060 2.313600 -11.087750 -0.6 0.2 -0.9
H 13.823490 1.462940 -11.773960 0.3 0.1 -0.1
H 11.505020 2.629630 -13.949450 -0.2 0.5 -0.2
C 7.729060 -3.865590 -6.544050 -1.4 -1.2 -0.8
C 8.210820 -4.708010 -5.395520 0.3 -0.8 -0.7
O 7.959050 -4.046340 -4.204630 -0.3 0.9 0.9
O 6.257480 -4.014670 -6.562940 1.3 0.7 0.6
H 8.058250 -4.261790 -7.504660 0.4 -0.3 0.1
H 8.195000 -2.881410 -6.495210 -0.9 0.5 0.3
H 9.268860 -4.939420 -5.518410 0.4 0.2 -0.1
H 7.706340 -5.673530 -5.432570 -0.3 -0.1 -0.1
H 8.265410 -4.543760 -3.442840 0.0 -0.1 -0.1
H 5.890290 -3.754760 -7.411010 0.4 0.4 -0.2
C 10.041990 -1.370010 -3.621590 2.1 -0.9 -0.8
C 10.205230 -0.843470 -5.055170 -0.8 -0.5 0.7
O 10.452410 0.521970 -5.118910 0.1 1.1 -0.2
O 11.196430 -1.171190 -2.767840 -0.8 -0.2 -0.3
H 10.079630 -2.433370 -3.858140 -0.5 -0.3 0.7
H 9.092750 -1.129870 -3.142660 0.1 0.3 0.0
H 9.257360 -1.087250 -5.534970 -0.2 -0.1 -0.3
H 10.971940 -1.356930 -5.635370 0.3 0.0 0.4
H 9.608500 0.941920 -4.937070 0.1 0.4 0.1
H 11.601470 -0.310210 -2.895320 -0.3 0.3 -0.3
C 1.430650 3.018100 -4.264240 -0.5 -3.2 -0.9
C 0.482630 2.218620 -5.274590 0.3 2.2 -0.2
O 0.612870 2.936770 -6.558260 0.1 -0.6 1.2
O 1.434110 4.384320 -4.515110 0.0 -0.4 0.6
H 2.361800 2.465140 -4.387870 0.9 0.9 -0.5
H 1.221140 2.669220 -3.253050 -0.7 1.0 0.3
H -0.562600 2.305520 -4.977860 -0.1 -0.2 0.0
H 0.784930 1.178540 -5.396880 0.0 0.0 0.2
H 0.589570 2.279200 -7.257300 0.0 -0.3 -0.3
H 1.321680 4.395380 -5.468440 0.0 0.5 -0.5
C 10.982340 4.262910 -8.051300 0.6 0.6 0.5
C 12.255900 3.699780 -8.665970 0.0 -0.6 1.6
O 13.448920 4.085660 -7.928100 -0.7 0.6 -0.6
O 10.903510 5.654820 -8.385210 -0.3 -0.2 -0.2
H 10.946310 4.205020 -6.963430 0.3 -0.4 0.1
H 10.092920 3.741350 -8.404860 0.0 0.2 -0.4
H 12.219810 4.067240 -9.691530 0.6 -0.4 -0.2
H 12.297520 2.623070 -8.501450 -0.8 -0.3 -1.0
H 13.995790 3.296670 -7.923880 0.2 0.2 0.1
H 11.516810 6.098440 -7.794740 0.1 0.1 0.0
C 11.126840 5.909490 -13.327940 1.1 0.7 2.1
C 12.076530 6.037610 -12.102880 -0.9 -0.1 -0.3
O 12.485810 7.371210 -11.860170 -0.1 0.5 -0.1
O 11.814210 6.071920 -14.515740 -0.3 -0.6 -1.7
H 10.349540 6.655030 -13.160420 -0.1 0.5 -0.3
H 10.590760 4.963130 -13.256380 0.4 -0.4 -0.5
H 13.018760 5.504830 -12.231170 -0.3 -0.6 -0.1
H 11.488520 5.662510 -11.265250 0.3 -0.2 0.3
H 12.058300 7.704270 -11.067760 0.0 0.0 -0.1
H 12.641780 6.556390 -14.470800 -0.2 0.2 0.6
C 3.742800 5.796400 -9.416810 -0.4 -0.7 0.1
C 2.733600 5.953820 -8.244180 2.5 -1.1 -0.4
O 2.472250 7.319940 -8.078570 -1.2 -0.1 -0.3
O 3.062650 5.928850 -10.736650 0.4 0.3 2.6
H 4.290180 4.862740 -9.287350 -0.5 -0.7 -0.5
H 4.575770 6.480730 -9.255690 -0.4 0.8 -0.6
H 3.173980 5.617520 -7.305520 0.9 0.2 0.1
H 2.030740 5.123140 -8.307870 -1.6 0.9 -0.7
H 2.607220 7.682620 -8.957120 -0.3 0.5 -0.1
H 3.604570 5.606160 -11.460390 0.8 0.0 0.0
C 0.675510 -6.293770 -9.664210 -2.4 -1.0 1.8
C 0.419220 -5.105620 -8.818690 -0.5 2.3 -0.9
O 0.289370 -3.949640 -9.714240 0.0 -0.6 1.4
O 1.987560 -6.315450 -9.998800 2.8 -0.4 -1.1
H 0.015830 -6.355900 -10.529690 -0.2 0.2 0.0
H 0.474010 -7.123100 -8.986190 -0.3 -0.6 -0.2
H 1.258020 -4.947250 -8.140860 0.2 -0.1 0.0
H -0.475180 -5.103110 -8.195680 -0.1 -0.4 -0.4
H 1.037590 -4.015030 -10.312150 0.2 0.2 -0.6
H 2.210250 -7.241290 -10.120570 0.4 0.1 -0.1
```
Forces are in eV/Å.

Calculated values
**ΔE to the lowest compared entry with this formula, charge and spin**: 217.8 kcal per mole
**Lowest unoccupied orbital energy**: -0.304 eV



(2)
Below is 10 unconnected molecules or ions with the total composition C22H64O14 in a non-equilibrium geometry, with properties calculated with ωB97M-V/def2-TZVPD.

XYZ file:
```
100
Properties=species:S:1:pos:R:3:forces:R:3
C -5.814573 2.450070 -1.934581 -0.4 -0.2 0.7
C -4.621306 2.688691 -1.011986 0.2 0.1 -0.4
C -4.223205 1.493150 -0.204722 0.2 -0.9 0.6
O -3.468401 3.031536 -1.794311 0.1 0.2 0.2
H -6.602549 1.964944 -1.351548 -0.1 0.1 0.0
H -5.552754 1.755446 -2.720249 0.2 -0.1 -0.3
H -6.254362 3.353410 -2.373543 0.3 0.0 0.1
H -4.834105 3.507488 -0.316415 -0.1 0.1 -0.1
H -4.974785 1.316164 0.541582 -1.0 -0.4 0.1
H -3.400301 1.722243 0.511775 0.2 -0.3 -1.2
H -4.104407 0.552625 -0.826795 0.3 1.1 0.8
H -3.718283 3.808202 -2.289173 0.2 0.4 -0.4
C 0.854773 -6.384137 0.767355 0.5 -1.6 0.6
C 0.606852 -5.135868 0.015772 -0.1 2.0 0.5
C 0.464413 -3.918660 0.951269 -1.1 -1.8 -0.2
O 1.715422 -4.854982 -0.838309 0.1 -1.2 -1.2
H 0.872888 -7.265935 0.096574 -0.2 0.3 0.2
H 0.095181 -6.576125 1.543069 0.2 0.1 -0.3
H 1.850716 -6.367897 1.236398 -0.3 0.2 0.1
H -0.288326 -5.245876 -0.577292 -0.5 0.1 -0.3
H 1.334058 -3.869721 1.577157 0.4 0.3 0.4
H -0.432240 -4.164465 1.520986 0.1 0.2 0.5
H 0.229584 -2.985832 0.483364 0.3 0.5 -0.6
H 1.749538 -5.640877 -1.429128 0.4 0.8 0.3
O 1.836663 3.491091 -0.040866 1.1 -0.1 0.8
C 2.115238 3.942829 -1.348829 0.9 -0.2 -0.7
C 2.579081 5.411955 -1.446786 -1.3 -0.7 0.5
O 1.351430 6.149340 -1.379431 0.0 0.4 0.3
H 2.649763 3.251439 0.474745 -0.9 0.3 -0.9
H 2.847028 3.328079 -1.924569 -0.2 0.0 0.7
H 1.164423 3.798608 -1.861368 0.0 0.4 -0.2
H 3.050867 5.632500 -2.413513 0.3 -0.2 0.3
H 3.217920 5.636739 -0.570147 0.0 0.0 -0.6
H 1.549978 7.069363 -1.195936 0.1 0.2 -0.1
O -0.879959 6.311703 1.312510 -0.2 -0.2 0.1
C -1.523476 5.080205 0.987590 0.9 -0.9 -1.3
C -2.052823 4.422584 2.198544 -0.8 -0.9 2.4
O -1.191937 4.274495 3.370706 -0.3 0.0 -1.8
H -0.348517 6.620648 0.566324 -0.1 -0.4 0.1
H -2.436738 5.223600 0.375448 0.6 0.1 -0.1
H -0.837411 4.361373 0.487491 -0.1 0.7 -0.1
H -2.462100 3.410575 2.020484 0.1 0.7 -0.4
H -2.814636 5.091760 2.541670 -1.1 0.2 0.3
H -0.606996 4.982295 3.129407 1.3 0.7 0.8
O 3.970318 0.583778 1.072043 -0.6 0.5 -0.2
C 5.122169 -0.098119 1.456488 0.6 -0.3 0.6
C 4.876350 -1.363033 2.306545 0.3 -0.1 0.4
O 4.201866 -1.147699 3.561394 0.8 0.0 -0.9
H 3.549460 0.198190 0.309520 -0.5 -0.7 -0.4
H 5.843988 -0.332853 0.642455 -0.7 -0.1 0.1
H 5.594873 0.681478 2.028282 0.8 -0.1 0.8
H 5.853627 -1.766616 2.620037 -0.2 0.1 -0.4
H 4.343496 -2.134424 1.713960 0.2 0.4 0.2
H 3.374683 -0.738560 3.330082 -0.9 0.2 -0.1
O 1.766668 -0.775928 -0.317455 -0.7 1.1 0.1
C 0.891548 0.374476 -0.207079 -0.1 -0.4 0.0
C -0.534282 0.083607 0.276370 1.3 0.0 1.0
O -1.159031 -0.869566 -0.529204 -1.3 0.1 -1.8
H 1.530260 -1.271397 -1.117950 0.0 -0.3 -0.1
H 1.307761 1.001931 0.573028 0.4 0.3 -0.2
H 0.817750 0.927009 -1.181861 0.3 -0.4 0.7
H -1.007781 1.061439 0.384879 -0.5 0.1 -0.6
H -0.533062 -0.267084 1.340238 0.2 -0.3 -0.9
H -1.399086 -0.507476 -1.446667 0.5 -0.1 1.8
C 4.080910 -3.056680 -2.056574 -0.4 -0.8 0.3
C 3.022091 -2.508174 -3.014362 0.5 0.1 -0.1
O 1.726557 -2.575698 -2.455684 -0.3 0.5 0.1
H 5.100341 -2.900092 -2.395713 0.1 0.1 -0.2
H 3.933947 -4.139084 -1.926805 0.1 0.2 -0.2
H 3.979250 -2.679641 -1.028594 -0.1 0.4 -0.4
H 2.974231 -3.055735 -3.965962 0.5 0.0 0.1
H 3.282617 -1.467286 -3.275518 -0.5 -0.2 0.2
H 1.655565 -3.407223 -1.954301 0.0 0.0 0.1
C -0.075752 -0.024581 -4.200189 -1.4 -1.0 0.2
C -0.616253 1.294753 -3.706900 -0.3 0.7 -0.5
O -1.719583 1.042847 -2.798553 1.1 -0.7 -0.5
H -0.846753 -0.546153 -4.782421 0.0 0.0 0.3
H 0.147276 -0.633251 -3.324730 0.1 -0.2 0.0
H 0.788397 -0.051624 -4.836363 0.6 0.7 -0.2
H -0.997553 1.922283 -4.563584 0.5 -0.4 0.9
H 0.236080 1.773744 -3.207300 -0.4 0.5 0.1
H -2.062417 1.843985 -2.383700 -0.1 0.3 -0.2
C -4.042081 -2.001106 1.336704 -0.2 -0.5 -0.2
C -3.892500 -2.819929 0.073370 -0.8 0.2 -0.9
O -2.593255 -3.306323 -0.124732 0.7 -0.1 0.0
H -3.593739 -1.013764 1.191239 -0.3 -0.1 0.4
H -3.517149 -2.569687 2.091956 0.3 0.2 0.5
H -5.099436 -2.011145 1.645532 0.3 0.6 -0.2
H -4.217500 -2.250201 -0.821113 0.1 0.1 0.3
H -4.596715 -3.666254 0.096810 0.5 -0.1 0.1
H -1.967231 -2.553322 -0.225062 -0.6 -0.3 0.1
C -0.660957 -2.054224 3.801345 0.1 -0.2 -0.4
C 0.715704 -1.760862 4.388726 -0.9 -0.1 0.7
O 1.222372 -0.616022 3.701643 -0.1 -0.6 -0.5
H -1.347865 -1.253494 4.106802 0.2 -0.1 -0.5
H -1.113561 -2.990760 4.147325 0.3 0.0 0.1
H -0.545434 -2.147678 2.707423 -0.4 0.3 0.4
H 1.386510 -2.631119 4.326502 0.0 0.4 -0.2
H 0.525070 -1.548003 5.456335 0.5 0.0 -0.3
H 1.625615 -0.002420 4.300623 0.2 0.4 0.7
```
Forces are in eV/Å.

Calculated values
**ΔE to the lowest compared entry with this formula, charge and spin**: 0.0 kcal per mole
**Lowest unoccupied orbital energy**: 0.420 eV



(3)
Below is 2 unconnected molecules or ions with the total composition C2H4NO2 in a non-equilibrium geometry, with properties calculated with ωB97M-V/def2-TZVPD.

XYZ file:
```
9
Properties=species:S:1:pos:R:3:forces:R:3
C -0.483545 0.796578 0.404385 -0.3 0.5 0.0
C -0.045039 -0.253167 -0.542657 -0.4 -0.4 0.0
N -1.268946 -0.316849 -0.103274 1.7 0.3 0.3
O -2.260072 -1.038193 0.277601 -0.7 -0.4 0.0
O 1.632385 -1.328545 0.193850 -0.9 0.6 -0.3
H -0.072946 0.792801 1.410133 0.1 -0.2 0.2
H -0.790064 1.788671 0.052769 0.0 0.0 0.1
H 0.369883 -0.309851 -1.523556 0.4 -0.4 -0.2
H 1.212582 -1.744808 0.954768 0.0 -0.1 0.0
```
Forces are in eV/Å.

Calculated values
**ΔE to the lowest compared entry with this formula, charge and spin**: 146.2 kcal per mole
**Lowest unoccupied orbital energy (spin up / spin down)**: 4.534 / 4.534 eV
**Net charge**: -1